(1)
Here is the molecule C4H10N2O from the OMol25 dataset. Energies are from ωB97M-V/def2-TZVPD.

Atoms and positions in Å:
N -0.2356 2.3812 -1.3426
C -0.4838 1.2379 -0.3968
C 0.7604 0.3991 0.0482
N 0.5093 -0.6641 0.9218
C -0.6897 -1.3846 1.0766
C -1.2965 -2.4718 0.2068
O 1.8650 0.7265 -0.3856
H 0.3949 1.9269 -2.0108
H 0.2161 3.1758 -0.8955
H -1.0715 0.5667 -1.0629
H -1.2348 1.6742 0.3800
H 1.3718 -1.1584 1.1027
H -0.6351 -1.9609 2.1880
H -1.4611 -0.4849 1.0241
H -0.5021 -3.1557 -0.2385
H -1.9937 -3.0917 0.6275
H -1.6626 -2.0080 -0.6923

Forces on atoms 1 to 2 (eV/Å):
N 0.4 -1.7 0.6
C -1.7 1.2 -0.5

Calculated values
HOMO in Ha: -0.3506
Relative energy (zero: lowest compared OMol25 entry of this formula, charge and spin) in kJ/mol: 223.4
SMILES string: CCNC(=O)CN
Kohn-Sham gap in Ha: 0.383

Mulliken atomic charge list, values in e, 6 entries:
1 N -0.603
2 C -0.732
3 C 0.599
4 N -0.100
5 C -0.207
6 C -1.131

=====

(2)
Here is a structure of composition C16H17F3N3OPdS2 from the OMol25 dataset. Energies are from ωB97M-V/def2-TZVPD.

Atoms and positions in Å:
Pd 0.2135 -1.1619 -0.3478
F 2.6777 -1.4455 4.1071
C 3.8305 -1.3468 3.4457
F 4.5924 -2.3981 3.7849
F 4.4637 -0.2445 3.8752
C 3.6569 -1.2979 1.9471
C 4.8231 -1.2455 1.1956
C 4.7711 -1.1901 -0.1834
C 3.5289 -1.1960 -0.7823
N 2.4073 -1.2632 -0.0687
C 2.4427 -1.2988 1.2751
S 0.8105 -1.3052 1.9404
H 5.7787 -1.2456 1.7067
H 5.6698 -1.1497 -0.7838
H 3.4161 -1.1597 -1.8573
C -0.0722 3.8425 -1.9195
C 0.9054 3.3629 -0.8528
S 0.5874 1.7600 -0.1199
O 0.4235 0.7866 -1.3211
C -1.0521 1.9660 0.6223
C -2.2372 1.7398 -0.3106
H 0.4014 4.6278 -2.5096
H -0.9762 4.2613 -1.4823
H -0.3425 3.0349 -2.6014
H 0.9867 4.0377 0.0037
H 1.9109 3.2338 -1.2615
H -1.0426 2.9587 1.0809
H -1.0365 1.2388 1.4308
H -2.5080 2.6346 -0.8620
H -3.1021 1.4347 0.2821
H -2.0269 0.9556 -1.0370
N -5.2781 -1.7515 -3.8179
C -4.7108 -1.8014 -2.8185
C -4.0013 -1.8604 -1.5615
C -4.6697 -2.0512 -0.3587
C -3.9349 -2.0918 0.8100
C -2.5661 -1.9364 0.7407
N -1.9185 -1.7531 -0.4176
C -2.6257 -1.7159 -1.5479
H -5.7459 -2.1665 -0.3499
H -4.4125 -2.2480 1.7666
H -1.9552 -1.9789 1.6299
H -2.0832 -1.5721 -2.4716

Forces on atoms 1 to 2 (eV/Å):
Pd 0.3 -0.6 -0.4
F 0.0 0.0 0.1

Calculated values
HOMO (alpha / beta) in Ha: -0.4342 / -0.4314
Relative energy (zero: lowest compared OMol25 entry of this formula, charge and spin) in kJ/mol: 26.4
Multiplicity: 3
Expectation value of S²: 2.009
Charge: +1
Kohn-Sham gap (alpha / beta) in Ha: 0.313 / 0.240

Mulliken atomic charge list, values in e, 6 entries:
1 Pd 0.413
2 F -0.245
3 C 0.653
4 F -0.243
5 F -0.247
6 C -0.056

=====

(3)
Here is a cluster of 2 separate species, C17H29Cl2N2O9P2S2 in total from the OMol25 dataset. Energies are from ωB97M-V/def2-TZVPD.

Atoms and positions in Å:
C 0.4147 -0.4313 2.4062
C 1.7703 -0.2303 2.6171
C 2.8753 -1.0405 1.9668
C 2.2783 -1.7685 0.7864
C 1.5277 -2.9616 1.0133
C 1.3569 -3.4699 2.3945
C 2.3437 -3.8262 3.2433
N 0.9720 -3.5946 0.0078
N 1.1202 -3.0585 -1.1881
P 0.2756 -3.9513 -2.5574
O 1.5362 -4.6608 -3.3133
Cl -0.7285 -5.4932 -1.6829
C 1.7954 -1.9673 -1.5390
C 1.8372 -1.4791 -2.9744
C 0.4826 -0.7121 -3.2117
C 0.6416 0.8163 -3.1600
C -0.7264 1.5055 -2.9130
S -0.8066 2.2951 -1.3070
O -1.8471 3.2629 -1.3465
O -0.9823 1.3100 -0.2836
Cl 0.9597 3.2585 -0.9268
C 2.4408 -1.2506 -0.4911
C 3.2387 0.0008 -0.7463
P 5.0267 -0.4866 -0.7578
O 5.3837 -1.3779 0.3507
O 5.3283 -1.2423 -2.1448
O 5.8369 0.8650 -0.7749
H -0.2015 -0.8765 3.1888
H -0.0480 -0.1747 1.4474
H 2.0626 0.5971 3.2719
H 3.3778 -1.6969 2.6772
H 3.6324 -0.3369 1.6235
H 0.3287 -3.5199 2.7597
H 2.3780 -3.3667 4.2331
H 3.1190 -4.5638 3.0390
H 2.2656 -4.8146 -2.6916
H 2.6401 -0.7540 -3.0724
H 1.9835 -2.2859 -3.6886
H -0.2100 -0.9967 -2.4111
H -0.0029 -1.0135 -4.1422
H 1.2705 1.0626 -2.3051
H 1.0586 1.1608 -4.1063
H -0.8972 2.2930 -3.6491
H -1.5497 0.7952 -3.0088
H 3.1274 0.7021 0.0788
H 3.0536 0.4431 -1.7192
H 5.0030 -2.1440 -2.0188
H 6.4740 0.8765 -0.0463
O -7.3334 4.1066 2.4268
S -6.2242 3.2595 2.7331
O -5.1297 3.7343 3.5208
O -5.6625 2.6402 1.3756
C -5.2531 3.5517 0.3354
C -3.9586 4.2694 0.6599
C -6.8123 1.7580 3.4415
H -6.0563 4.2612 0.1280
H -5.1178 2.9471 -0.5603
H -4.0742 4.9215 1.5249
H -3.6410 4.8836 -0.1816
H -3.1727 3.5537 0.8955
H -7.6270 1.3707 2.8361
H -7.1640 1.9951 4.4433
H -5.9900 1.0492 3.4938

Forces on atoms 1 to 2 (eV/Å):
C 0.7 -0.2 -0.2
C -0.6 -0.2 0.2

Calculated values
HOMO in Ha: -0.3975
Charge: +1
Kohn-Sham gap in Ha: 0.234

Mulliken atomic charge list, values in e, 6 entries:
1 C -0.904
2 C -0.258
3 C -1.370
4 C 0.829
5 C 0.811
6 C -0.702

=====

| no. | maximum force (hartree/bohr) |
| --- | --- |
| 1 | 0.1068 |
| 2 | 0.0151 |
| 3 | 0.0573 |